a) C23H30N2O3 in the gas phase. Source: OMol25; level of theory: ωB97M-V/def2-TZVPD.

Bonds (Å) are listed after each position.
Element x y z (Å)
1 C 1.591 2.384 1.511  O2 1.411, H29 1.094, H30 1.097, H31 1.088
2 O 2.626 1.441 1.686  C1 1.411, C3 1.403
3 C 3.872 1.836 1.176  O2 1.403, C4 1.540, H32 1.101, H33 1.094
4 C 3.921 1.896 -0.362  C3 1.540, N5 1.443, H34 1.094, H35 1.092
5 N 3.348 0.704 -0.939  C4 1.443, C6 1.353, H36 1.007
6 C 2.144 0.726 -1.555  N5 1.353, O7 1.217, C8 1.527
7 O 1.590 1.770 -1.846  C6 1.217
8 C 1.539 -0.629 -1.916  C6 1.527, C9 1.532, C28 1.528, H37 1.099
9 C 0.020 -0.525 -1.749  C8 1.532, C10 1.530, H38 1.091, H39 1.090
10 C -0.660 -1.845 -2.119  C9 1.530, N11 1.447, H40 1.098, H41 1.092
11 N -0.157 -2.995 -1.399  C10 1.447, C12 1.451, C27 1.442
12 C -0.768 -3.301 -0.119  N11 1.451, C13 1.513, H42 1.095, H43 1.095
13 C -0.549 -2.322 1.014  C12 1.513, C14 1.387, C26 1.390
14 C 0.541 -2.451 1.863  C13 1.387, C15 1.386, H44 1.081
15 C 0.750 -1.526 2.873  C14 1.386, C16 1.378, H45 1.080
16 C -0.128 -0.478 3.052  C15 1.378, C17 1.395, H46 1.078
17 C -1.237 -0.345 2.216  C16 1.395, O18 1.365, C26 1.389
18 O -2.054 0.715 2.482  C17 1.365, C19 1.413
19 C -3.246 0.860 1.739  O18 1.413, C20 1.510, H47 1.097, H48 1.099
20 C -3.032 1.234 0.291  C19 1.510, C21 1.388, C25 1.389
21 C -1.983 2.070 -0.063  C20 1.388, C22 1.383, H49 1.080
22 C -1.780 2.421 -1.386  C21 1.383, C23 1.385, H50 1.079
23 C -2.637 1.946 -2.365  C22 1.385, C24 1.385, H51 1.080
24 C -3.691 1.118 -2.018  C23 1.385, C25 1.384, H52 1.080
25 C -3.886 0.758 -0.696  C20 1.389, C24 1.384, H53 1.082
26 C -1.441 -1.273 1.203  C13 1.390, C17 1.389, H54 1.079
27 C 1.279 -3.088 -1.491  N11 1.442, C28 1.540, H55 1.098, H56 1.092
28 C 2.050 -1.815 -1.098  C8 1.528, C27 1.540, H57 1.092, H58 1.094
29 H 1.321 2.506 0.458  C1 1.094
30 H 1.875 3.358 1.927  C1 1.097
31 H 0.738 1.988 2.059  C1 1.088
32 H 4.172 2.815 1.581  C3 1.101
33 H 4.573 1.077 1.536  C3 1.094
34 H 4.962 2.008 -0.682  C4 1.094
35 H 3.339 2.738 -0.741  C4 1.092
36 H 3.708 -0.171 -0.595  N5 1.007
37 H 1.763 -0.802 -2.978  C8 1.099
38 H -0.201 -0.266 -0.713  C9 1.091
39 H -0.362 0.277 -2.381  C9 1.090
40 H -0.495 -2.040 -3.186  C10 1.098
41 H -1.736 -1.767 -1.954  C10 1.092
42 H -1.843 -3.396 -0.305  C12 1.095
43 H -0.391 -4.284 0.180  C12 1.095
44 H 1.225 -3.278 1.738  C14 1.081
45 H 1.603 -1.624 3.528  C15 1.080
46 H 0.017 0.244 3.840  C16 1.078
47 H -3.780 1.671 2.249  C19 1.097
48 H -3.857 -0.051 1.814  C19 1.099
49 H -1.320 2.439 0.705  C21 1.080
50 H -0.945 3.048 -1.653  C22 1.079
51 H -2.481 2.218 -3.398  C23 1.080
52 H -4.360 0.744 -2.779  C24 1.080
53 H -4.706 0.106 -0.428  C25 1.082
54 H -2.289 -1.187 0.541  C26 1.079
55 H 1.516 -3.322 -2.537  C27 1.098
56 H 1.615 -3.927 -0.876  C27 1.092
57 H 1.907 -1.610 -0.036  C28 1.092
58 H 3.110 -2.004 -1.291  C28 1.094

Calculated values
LUMO energy ... 0.030 hartree
Gap between HOMO and LUMO ... 8.85 eV
SMILES ... COCCNC(=O)C1CCN(Cc2cccc(OCc3ccccc3)c2)CC1
Highest occupied orbital energy ... -0.295 Ha



b) C23H30N2O3 in the gas phase. Source: OMol25; level of theory: ωB97M-V/def2-TZVPD.

Bonds (Å) are listed after each position.
Element x y z (Å)
1 C -7.581 -1.082 -1.286  C2 1.524, H29 1.088, H30 1.088, H31 1.088
2 C -7.047 -2.145 -0.334  C1 1.524, C3 1.535, H32 1.091, H33 1.092
3 C -5.524 -2.300 -0.441  C2 1.535, C4 1.531, C5 1.508, H34 1.096
4 C -5.030 -3.442 0.451  C3 1.531, H35 1.087, H36 1.088, H37 1.088
5 C -4.818 -1.013 -0.094  C3 1.508, C6 1.392, C28 1.386
6 C -4.933 -0.443 1.170  C5 1.392, C7 1.378, H38 1.079
7 C -4.283 0.732 1.482  C6 1.378, C8 1.393, H39 1.079
8 C -3.492 1.372 0.530  C7 1.393, O9 1.376, C27 1.387
9 O -2.871 2.526 0.948  C8 1.376, C10 1.407
10 C -2.156 3.277 -0.003  O9 1.407, C11 1.537, H40 1.095, H41 1.096
11 C -0.855 2.615 -0.484  C10 1.537, O12 1.211, N13 1.353
12 O -0.351 2.913 -1.544  C11 1.211
13 N -0.375 1.723 0.413  C11 1.353, C14 1.398, H42 1.014
14 C 0.744 0.888 0.324  N13 1.398, C15 1.392, C26 1.392
15 C 1.636 0.935 -0.743  C14 1.392, C16 1.381, H43 1.077
16 C 2.716 0.075 -0.770  C15 1.381, C17 1.390, H44 1.079
17 C 2.938 -0.835 0.256  C16 1.390, C18 1.504, C25 1.388
18 C 4.119 -1.764 0.192  C17 1.504, N19 1.452, H45 1.105, H46 1.096
19 N 5.322 -1.051 -0.202  C18 1.452, C20 1.453, C24 1.451
20 C 5.751 -0.105 0.814  N19 1.453, C21 1.528, H47 1.092, H48 1.106
21 C 6.950 0.681 0.287  C20 1.528, O22 1.409, H49 1.091, H50 1.100
22 O 8.016 -0.175 -0.053  C21 1.409, C23 1.408
23 C 7.604 -1.113 -1.018  O22 1.408, C24 1.529, H51 1.091, H52 1.101
24 C 6.420 -1.945 -0.521  N19 1.451, C23 1.529, H53 1.092, H54 1.105
25 C 2.048 -0.870 1.321  C17 1.388, C26 1.382, H55 1.081
26 C 0.958 -0.022 1.355  C14 1.392, C25 1.382, H56 1.081
27 C -3.365 0.815 -0.734  C8 1.387, C28 1.385, H57 1.079
28 C -4.027 -0.365 -1.030  C5 1.386, C27 1.385, H58 1.081
29 H -7.142 -0.113 -1.059  C1 1.088
30 H -7.338 -1.335 -2.316  C1 1.088
31 H -8.662 -1.001 -1.199  C1 1.088
32 H -7.317 -1.883 0.690  C2 1.091
33 H -7.514 -3.106 -0.564  C2 1.092
34 H -5.282 -2.551 -1.480  C3 1.096
35 H -5.283 -3.258 1.492  C4 1.087
36 H -3.949 -3.542 0.373  C4 1.088
37 H -5.487 -4.382 0.148  C4 1.088
38 H -5.540 -0.919 1.925  C6 1.079
39 H -4.373 1.177 2.460  C7 1.079
40 H -1.892 4.211 0.503  C10 1.095
41 H -2.769 3.521 -0.878  C10 1.096
42 H -0.934 1.601 1.250  N13 1.014
43 H 1.473 1.639 -1.542  C15 1.077
44 H 3.413 0.110 -1.593  C16 1.079
45 H 4.246 -2.280 1.161  C18 1.105
46 H 3.928 -2.528 -0.570  C18 1.096
47 H 4.927 0.578 1.030  C20 1.092
48 H 6.038 -0.623 1.748  C20 1.106
49 H 7.333 1.361 1.049  C21 1.091
50 H 6.638 1.257 -0.597  C21 1.100
51 H 8.468 -1.750 -1.216  C23 1.091
52 H 7.311 -0.593 -1.942  C23 1.101
53 H 6.103 -2.632 -1.308  C24 1.092
54 H 6.736 -2.534 0.359  C24 1.105
55 H 2.204 -1.569 2.130  C25 1.081
56 H 0.268 -0.063 2.187  C26 1.081
57 H -2.753 1.278 -1.492  C27 1.079
58 H -3.919 -0.785 -2.020  C28 1.081

Calculated values
LUMO energy ... 0.025 hartree
Gap between HOMO and LUMO ... 9.10 eV
SMILES ... CC[C@H](C)c1ccc(OCC(=O)Nc2ccc(CN3CCOCC3)cc2)cc1
Highest occupied orbital energy ... -0.309 Ha



It is a) that is the least stable of them.



a) A 2-piece molecular cluster, C5H6F2 overall. Source: OMol25; level of theory: ωB97M-V/def2-TZVPD.

Bonds (Å) are listed after each position.
Element x y z (Å)
1 C -1.821 0.356 0.333  C3 1.489, C4 1.480
2 C 0.931 2.242 1.787  F6 1.324, F7 1.326
3 C -0.979 -0.471 1.240  C1 1.489, C4 1.487, H8 1.082, H9 1.083
4 C -0.350 0.516 0.323  C1 1.480, C3 1.487, C5 1.504, H10 1.148
5 C 0.520 0.134 -0.844  C4 1.504, H11 1.090, H12 1.089, H13 1.090
6 F 1.703 1.309 2.321  C2 1.324
7 F 0.034 2.519 2.724  C2 1.326
8 H -1.032 -0.275 2.303  C3 1.082
9 H -0.882 -1.528 1.024  C3 1.083
10 H 0.046 1.489 0.784  C4 1.148
11 H 1.572 0.222 -0.575  C5 1.090
12 H 0.319 0.780 -1.697  C5 1.089
13 H 0.318 -0.898 -1.132  C5 1.090

Calculated values
LUMO energy ... -0.042 hartree
Gap between HOMO and LUMO ... 7.92 eV
Highest occupied orbital energy ... -0.333 Ha



b) C5H6F2 in the gas phase. Source: OMol25; level of theory: ωB97M-V/def2-TZVPD.

Bonds (Å) are listed after each position.
Element x y z (Å)
1 F 1.147 -1.548 -0.551  C2 1.333
2 C 1.742 -0.673 0.261  F1 1.333, C3 1.322, H8 1.101
3 C 1.338 0.579 0.400  C2 1.322, C4 1.475, H9 1.069
4 C 0.186 1.210 -0.270  C3 1.475, C5 1.332, H10 1.091
5 C -1.013 0.658 -0.452  C4 1.332, C6 1.495, H11 1.090
6 C -1.462 -0.691 0.010  C5 1.495, F7 1.387, H12 1.124, H13 1.089
7 F -2.815 -0.640 0.314  C6 1.387
8 H 2.626 -1.097 0.759  C2 1.101
9 H 1.915 1.212 1.039  C3 1.069
10 H 0.346 2.226 -0.636  C4 1.091
11 H -1.782 1.230 -0.971  C5 1.090
12 H -1.311 -1.456 -0.799  C6 1.124
13 H -0.916 -1.009 0.898  C6 1.089

Calculated values
LUMO energy ... 0.035 hartree
Gap between HOMO and LUMO ... 10.30 eV
SMILES ... F/C=C\C=C/CF
Highest occupied orbital energy ... -0.343 Ha



It is a) that is the least stable of them.



a) C5H6F2 in the gas phase. Source: OMol25; level of theory: ωB97M-V/def2-TZVPD.

Bonds (Å) are listed after each position.
Element x y z (Å)
1 C -2.413 0.445 -0.372  C2 1.319, H8 1.103, H9 1.079
2 C -1.174 0.481 0.081  C1 1.319, C3 1.470, H10 1.089
3 C -0.371 -0.751 0.057  C2 1.470, C4 1.309, H11 1.069
4 C 0.937 -0.772 0.058  C3 1.309, C5 1.498, H12 1.099
5 C 2.023 0.246 0.227  C4 1.498, F6 1.388, F7 1.351, H13 1.097
6 F 3.110 -0.094 -0.566  C5 1.388
7 F 1.620 1.504 -0.053  C5 1.351
8 H -2.786 -0.533 -0.718  C1 1.103
9 H -3.042 1.321 -0.384  C1 1.079
10 H -0.700 1.430 0.329  C2 1.089
11 H -0.971 -1.635 0.034  C3 1.069
12 H 1.345 -1.793 0.064  C4 1.099
13 H 2.422 0.152 1.244  C5 1.097

Calculated values
LUMO energy ... 0.030 hartree
Gap between HOMO and LUMO ... 10.20 eV
SMILES ... C=C/C=C\C(F)F
Highest occupied orbital energy ... -0.345 Ha



b) C5H6F2 in the gas phase. Source: OMol25; level of theory: ωB97M-V/def2-TZVPD.

Bonds (Å) are listed after each position.
Element x y z (Å)
1 C -0.353 -1.000 -0.211  C2 1.304, C3 1.524, H8 1.092
2 C -0.253 0.021 0.592  C1 1.304, C5 1.470
3 C 0.178 -0.470 -1.537  C1 1.524, C4 1.527, F6 1.396, H9 1.203
4 C 0.946 0.750 -1.031  C3 1.527, F7 1.251, H10 1.103
5 C -0.532 0.391 1.988  C2 1.470, H11 1.131, H12 1.105, H13 1.140
6 F 0.868 -1.287 -2.435  C3 1.396
7 F 0.740 1.851 -1.588  C4 1.251
8 H -0.858 -1.949 -0.018  C1 1.092
9 H -0.753 -0.079 -2.190  C3 1.203
10 H 1.934 0.524 -0.597  C4 1.103
11 H -1.659 0.375 2.072  C5 1.131
12 H 0.031 1.313 2.225  C5 1.105
13 H -0.291 -0.439 2.731  C5 1.140

Calculated values
LUMO energy ... 0.029 hartree
Gap between HOMO and LUMO ... 9.61 eV
Highest occupied orbital energy ... -0.324 Ha



It is b) that is the least stable of them.